Record 1
Formula: C44H45Cl3FN5O4P2PbS4
Source: the Open Molecules 2025 dataset
Level of theory: wB97M-V/def2-TZVPD

Structure (XYZ):
```
109
Properties=species:S:1:pos:R:3:forces:R:3:lowdin_charge:R:1
Pb 0.4518 0.1805 1.2684 -0.17 0.16 0.09 1.12
C -3.0611 -4.6484 2.6334 -0.07 0.31 -0.22 -0.48
S -3.5917 -3.8015 1.1252 0.07 -0.08 -0.12 0.74
C -2.7983 -2.1804 1.2409 0.24 0.19 -0.01 -1.14
S -1.6129 -1.8528 2.4405 -0.20 -0.27 0.38 0.44
N -3.2277 -1.4108 0.3035 -0.90 -0.43 -0.04 -0.13
N -2.8310 -0.0941 0.2979 0.77 -0.05 -0.35 -0.03
C -3.3380 0.6703 1.1603 -0.30 0.06 0.14 -0.15
C -2.8495 2.0547 1.3550 0.34 0.43 -0.12 -0.34
C -3.9535 3.0311 1.6775 -0.16 -0.06 -0.24 -0.04
C -3.8020 4.3538 1.7356 0.05 0.00 0.01 -0.08
C -2.5462 5.1432 1.7047 -0.11 0.17 -0.08 -0.19
C -0.7748 3.2096 1.0265 -0.21 0.30 -0.04 -0.37
N -0.5250 2.2080 2.0286 0.36 -0.06 0.12 -0.15
H -3.1679 -5.7189 2.4633 0.00 0.00 -0.03 0.01
H -3.6808 -4.3312 3.4696 0.06 -0.07 0.09 0.02
H -2.0259 -4.3788 2.8230 0.06 -0.10 0.08 -0.03
H -4.0680 0.2949 1.8854 -0.04 -0.06 -0.01 0.14
H -4.9491 2.6133 1.8173 -0.03 0.09 0.02 0.10
H -4.6878 4.9613 1.9065 -0.03 -0.06 0.08 0.09
H -2.7137 6.1640 1.3726 0.07 0.00 -0.01 0.12
H 0.1072 3.3254 0.3920 0.04 0.10 0.21 0.09
C -3.8139 4.1715 -6.6556 -0.08 -0.34 0.13 -0.43
S -4.2817 2.4554 -6.3078 0.06 0.02 0.09 0.77
C -3.6395 2.3666 -4.6045 -0.15 0.11 -0.24 -0.52
C -3.7536 0.9670 -4.0360 0.21 0.04 0.09 -0.26
C -3.2561 0.8697 -2.5846 -0.14 -0.17 -0.37 -0.28
N -1.7815 0.9222 -2.4534 -0.12 0.26 1.32 -0.34
P -1.3726 2.0521 -1.2318 0.02 1.94 -0.62 0.85
C -1.3285 3.6251 -2.2211 0.06 -0.18 -0.05 -0.23
C -2.1169 4.7141 -1.8682 -0.07 -0.05 0.03 -0.07
C -2.0648 5.8967 -2.5966 0.02 0.10 -0.13 -0.09
C -1.2183 6.0034 -3.6901 -0.04 -0.02 0.01 -0.11
C -0.4204 4.9227 -4.0458 0.05 -0.04 -0.13 -0.10
C -0.4762 3.7445 -3.3196 0.02 0.00 0.01 -0.08
C -2.0078 2.6676 0.2335 0.29 -2.21 -0.39 -0.25
C -1.1389 4.6262 1.5161 -0.01 -0.01 0.02 -0.13
C -1.5678 5.0203 2.8985 0.14 0.02 0.14 -0.18
C -1.9383 4.0709 3.9607 0.02 0.02 -0.01 -0.09
C -2.1595 2.7713 3.8041 0.10 -0.13 0.22 -0.04
C -1.8024 1.9163 2.6065 -0.12 0.16 -0.25 -0.33
P -0.7466 -0.6036 -2.2313 -0.23 0.44 -0.49 1.12
C -1.6355 -1.6992 -3.4399 0.05 -0.12 0.09 -0.34
C -2.9155 -2.1681 -3.1366 0.09 -0.05 0.11 -0.11
C -3.6137 -2.9708 -4.0290 -0.07 -0.03 0.01 -0.09
C -3.0233 -3.3747 -5.2155 0.03 -0.02 -0.02 -0.11
C -1.7103 -3.0098 -5.4762 0.01 -0.03 -0.01 -0.09
C -1.0221 -2.1888 -4.5961 -0.07 0.02 0.02 -0.09
C 0.5826 0.0218 -3.3734 -0.03 -0.10 -0.01 -0.36
C 0.2759 0.5501 -4.6261 0.05 -0.02 -0.02 -0.14
C 1.2755 0.9876 -5.4825 -0.08 0.02 -0.04 -0.10
C 2.6044 0.9257 -5.0858 0.02 0.03 0.05 -0.10
C 2.9180 0.4422 -3.8241 0.09 0.04 -0.04 -0.07
C 1.9156 -0.0067 -2.9762 -0.08 -0.02 0.14 -0.08
H -4.2636 4.4436 -7.6087 0.04 0.08 0.01 0.02
H -2.7311 4.2599 -6.7092 0.05 0.08 -0.03 0.03
H -4.1911 4.8160 -5.8629 -0.01 0.10 -0.06 0.03
H -4.2122 3.0809 -4.0085 0.09 0.01 0.10 0.08
H -2.6025 2.6815 -4.6326 0.21 0.11 0.10 0.06
H -3.1793 0.2760 -4.6585 -0.07 -0.09 0.01 0.09
H -4.8015 0.6522 -4.0690 0.03 -0.09 0.05 0.11
H -3.6517 -0.0501 -2.1568 0.00 0.22 0.19 0.07
H -3.6766 1.6968 -1.9987 -0.14 -0.09 -0.06 0.11
H -2.7556 4.6201 -0.9975 -0.02 -0.04 -0.01 0.09
H -2.6842 6.7398 -2.3117 -0.01 -0.03 0.04 0.09
H -1.1728 6.9207 -4.2666 -0.02 0.01 0.03 0.09
H 0.2459 5.0003 -4.8981 0.02 -0.01 0.03 0.10
H 0.1523 2.9075 -3.5950 0.01 0.01 -0.04 0.09
H -0.4985 5.3700 1.0514 -0.03 0.05 0.05 0.13
H -1.1660 5.9569 3.2722 -0.03 0.02 -0.07 0.12
H -2.1265 4.5217 4.9320 -0.08 -0.02 0.00 0.09
H -2.5277 2.2175 4.6651 -0.01 0.03 0.02 0.10
H -1.8308 0.8850 2.9762 0.01 0.00 -0.08 0.06
H -3.3482 -1.9437 -2.1704 -0.07 0.00 0.07 0.08
H -4.6188 -3.2950 -3.7864 0.02 0.00 0.05 0.10
H -3.5630 -4.0000 -5.9172 -0.02 0.00 0.03 0.09
H -1.2149 -3.3725 -6.3694 0.02 0.02 0.01 0.10
H 0.0098 -1.9490 -4.7998 0.02 0.06 -0.03 0.10
H -0.7590 0.6085 -4.9415 -0.02 0.02 0.00 0.10
H 1.0105 1.3777 -6.4591 0.01 0.01 0.01 0.10
H 3.3910 1.2673 -5.7486 -0.01 0.00 0.00 0.09
H 3.9491 0.4172 -3.4934 -0.02 -0.02 0.03 0.10
H 2.1801 -0.3590 -1.9851 0.00 -0.05 0.03 0.09
O 1.6706 0.2734 3.3210 -0.10 -0.07 -0.33 -0.29
N 2.7236 1.0437 3.4526 0.23 0.20 0.03 -0.20
C 3.2633 1.1054 4.6896 0.06 0.01 0.25 -0.03
C 4.3534 1.8767 4.9891 0.00 0.02 -0.01 -0.09
C 4.9387 2.6288 3.9691 -0.07 -0.01 -0.16 -0.10
C 4.3989 2.5542 2.7112 0.04 -0.02 0.26 -0.11
C 3.2751 1.7537 2.4179 -0.08 -0.03 -0.21 -0.66
S 2.6728 1.6975 0.8246 0.27 0.21 -0.08 0.58
H 2.7512 0.4956 5.4174 -0.06 -0.03 -0.07 0.13
H 4.7355 1.8959 5.9994 -0.04 -0.06 0.02 0.09
H 5.7986 3.2569 4.1637 0.01 0.00 0.00 0.09
H 4.8061 3.1095 1.8796 0.04 0.02 0.02 0.09
C 0.1262 -3.6729 -1.4537 0.00 -0.02 0.06 -0.15
O 0.8039 -2.6276 -2.1372 0.16 -0.19 -0.06 -0.27
H -0.1104 -3.3882 -0.4259 -0.02 0.03 0.04 0.08
H 0.7354 -4.5823 -1.4359 -0.01 0.02 0.00 0.06
H -0.8042 -3.8784 -1.9837 0.01 0.01 -0.03 0.07
H 1.5696 -2.3916 -1.5715 -0.33 0.02 0.10 -0.01
Cl 5.6606 -3.9429 0.2929 0.11 -0.02 -0.02 0.53
C 3.9385 -3.7071 -0.0608 -0.09 0.40 0.35 -1.48
Cl 3.7274 -3.5913 -1.8171 0.19 -0.08 -0.10 0.60
Cl 3.0448 -5.1298 0.5338 -0.07 -0.08 0.02 0.55
C 3.3293 -2.3789 0.7212 0.42 -0.56 -0.50 -0.81
O 3.9561 -2.0773 1.7187 -0.15 0.15 0.12 -0.01
O 2.3181 -1.9418 0.1492 -0.08 0.10 -0.06 -0.17
F 0.2594 1.9128 -1.3276 -0.29 -0.62 0.29 -0.27
```
Positions in Å, forces in eV/Å.

Values from the calculation:
* HOMO energy: -1.84 eV
* Kohn-Sham gap: 5.4 eV
* M: 1230.648 g mol⁻¹
* total charge: -2
* E_LUMO: 3.6 eV
* multiplicity: 1
* strongest force on any atom: 0.044 Eh/bohr



Record 2
Formula: C16H14N4O
Source: the Open Molecules 2025 dataset
Level of theory: wB97M-V/def2-TZVPD

Structure (XYZ):
```
35
Properties=species:S:1:pos:R:3:forces:R:3:nbo_charge:R:1
C -2.4956 1.5306 1.8211 1.22 0.66 -1.55 -0.66
C -2.3201 0.8075 0.4503 2.54 -0.33 0.25 0.21
C -1.1416 0.2586 -0.0300 -0.81 2.05 0.78 -0.09
C 0.2203 0.3264 0.6686 -1.35 -2.28 -1.66 -0.04
C 1.0371 -0.8623 0.5445 0.23 1.91 0.84 -0.21
C 2.3636 -0.8274 1.0454 -0.35 -1.76 -1.37 -0.22
C 2.9317 0.3493 1.5636 -2.18 -1.24 -0.59 0.22
N 4.2164 0.4063 2.0732 1.16 -1.47 -0.27 -0.39
C 4.7903 1.4260 2.7658 -0.30 1.23 0.95 -0.10
C 6.0580 1.0878 3.0195 1.40 0.52 1.40 -0.10
N 6.3434 -0.1850 2.5144 0.40 1.33 0.80 -0.43
C 5.2390 -0.5626 1.9746 -0.50 -0.13 -0.55 0.18
C 2.0628 1.4080 1.6176 0.46 3.34 1.07 -0.24
C 0.7285 1.4759 1.2022 1.20 -1.21 0.62 -0.20
C -1.1081 -0.2381 -1.4707 -1.40 -2.81 1.99 -0.42
C -2.0523 0.4739 -2.4520 0.59 1.68 2.33 -0.43
C -2.2724 -0.4411 -3.5038 -1.35 -4.26 -4.98 0.29
N -2.4523 -1.3096 -4.3026 0.82 3.75 3.35 -0.28
C -3.3551 0.9354 -1.7361 -2.40 2.88 -0.92 0.70
O -4.2703 1.6168 -2.2322 1.80 -1.79 -1.00 -0.58
N -3.4579 0.8625 -0.3902 2.76 -1.64 1.32 -0.61
H -3.2553 1.0353 2.3810 -0.77 -0.10 0.49 0.23
H -1.5632 1.5352 2.4252 -0.67 -0.30 -0.54 0.24
H -2.7367 2.6258 1.6314 -0.03 -1.34 0.24 0.22
H 0.5456 -1.7264 0.0596 0.84 0.36 0.52 0.23
H 2.9757 -1.7566 0.8963 -0.59 1.03 0.40 0.22
H 4.3165 2.2692 3.2689 -0.33 -0.36 -0.79 0.23
H 6.6689 1.7493 3.7107 -0.26 -1.43 -1.27 0.21
H 5.2229 -1.5436 1.5021 -0.80 0.49 -0.12 0.21
H 2.4588 2.3706 2.0181 -0.22 -0.84 -0.24 0.21
H 0.1091 2.3324 1.4042 0.21 0.31 -0.32 0.22
H -0.1160 -0.4139 -1.8264 0.68 0.68 -0.48 0.25
H -1.4492 -1.3286 -1.3662 0.01 1.18 -0.44 0.23
H -1.5312 1.4362 -2.7085 -0.72 -0.80 -0.41 0.28
H -4.1905 1.3970 -0.0184 -1.29 0.69 0.17 0.41
```
Positions in Å, forces in eV/Å.

Values from the calculation:
* SMILES: CC1=C(c2ccc(-n3ccnc3)cc2)C[C@@H](C#N)C(=O)N1
* ΔE to the lowest compared entry with this formula, charge and spin: 147.3 kJ/mol
* HOMO energy: -8.46 eV
* Kohn-Sham gap: 8.8 eV
* M: 278.315 g mol⁻¹
* total charge: 0
* E_LUMO: 0.3 eV
* multiplicity: 1
* strongest force on any atom: 0.130 Eh/bohr



Record 3
Formula: C4H5N3S
Source: the Open Molecules 2025 dataset
Level of theory: wB97M-V/def2-TZVPD

Structure (XYZ):
```
13
Properties=species:S:1:pos:R:3:forces:R:3:nbo_charge:R:1
H 1.0163 3.0037 -0.1540 -0.27 1.04 -0.11 0.32
N 1.5610 2.1849 0.0369 -2.94 -3.48 0.67 -0.62
C 0.6774 1.1803 0.1359 4.02 0.47 -0.37 0.34
N -0.6859 1.0819 0.0155 0.23 -2.93 0.27 -0.48
N -1.0860 -0.2850 -0.6162 -1.15 2.88 1.27 -0.21
C -1.2404 -1.2800 0.4564 -2.13 -3.26 2.08 -0.27
C 0.0227 -1.1019 -0.3174 1.57 -0.24 1.90 -0.20
C 1.1948 -0.3003 0.1772 1.48 -0.45 -1.94 -0.09
S 2.7411 -0.9547 -0.0437 -2.58 1.66 1.06 0.10
H -1.1691 1.7670 -0.4679 -1.00 1.60 -1.03 0.39
H -1.8534 -2.2891 0.1465 1.44 2.85 0.35 0.22
H -1.4761 -1.1825 1.6613 1.18 0.74 -3.44 0.25
H 0.2977 -1.8244 -1.0303 0.15 -0.88 -0.72 0.24
```
Positions in Å, forces in eV/Å.

Values from the calculation:
* SMILES: [H]/N=C1\NN2C[C@@H]2C1=S
* ΔE to the lowest compared entry with this formula, charge and spin: 468.8 kJ/mol
* HOMO energy: -9.01 eV
* Kohn-Sham gap: 7.8 eV
* M: 127.172 g mol⁻¹
* total charge: 0
* E_LUMO: -1.2 eV
* multiplicity: 1
* strongest force on any atom: 0.090 Eh/bohr



Record 4
Formula: C2H4ClOP
Source: the Open Molecules 2025 dataset
Level of theory: wB97M-V/def2-TZVPD

Structure (XYZ):
```
9
Properties=species:S:1:pos:R:3:forces:R:3:nbo_charge:R:1
C -0.6959 -0.2088 0.6877 0.62 0.34 1.57 -0.09
C -0.4114 0.1743 -0.7627 -0.24 -1.86 -0.95 -0.77
O 0.6237 -0.7834 0.9921 0.33 -0.88 -1.23 -0.79
P 1.3060 -0.6311 -0.5367 -0.01 1.92 1.66 1.19
Cl 2.8666 1.0734 -0.1474 -1.64 -1.37 -0.42 -0.45
H -0.6581 0.7017 1.3846 -1.16 -1.31 -0.96 0.21
H -1.5211 -1.0107 0.8705 1.38 1.76 -0.15 0.21
H -0.9492 -0.5318 -1.4899 0.57 1.28 0.79 0.23
H -0.5608 1.2164 -0.9981 0.14 0.12 -0.30 0.26
```
Positions in Å, forces in eV/Å.

Values from the calculation:
* ΔE to the lowest compared entry with this formula, charge and spin: 83.5 kJ/mol
* HOMO energy: -9.65 eV
* Kohn-Sham gap: 9.8 eV
* M: 110.480 g mol⁻¹
* total charge: 0
* E_LUMO: 0.1 eV
* multiplicity: 1
* strongest force on any atom: 0.049 Eh/bohr



Which of these has the highest Kohn-Sham gap? C2H4ClOP



What is the formula in the fourth record? C2H4ClOP



The lowest total charge belongs to which entry? C44H45Cl3FN5O4P2PbS4



Which value of M does entry 2 give? 278.315 g mol⁻¹